{
  "formula": "C74H169N11O11",
  "method": "the ωB97M-V functional and the def2-TZVPD basis",
  "elements": ["C", "C", "C", "C", "C", "C", "C", "C", "C", "N", "O", "H", "H", "H", "H", "H", "H", "H", "H", "H", "H", "H", "H", "H", "H", "H", "H", "H", "H", "H", "C", "C", "C", "C", "C", "C", "C", "C", "C", "N", "O", "H", "H", "H", "H", "H", "H", "H", "H", "H", "H", "H", "H", "H", "H", "H", "H", "H", "H", "H", "C", "C", "C", "C", "C", "C", "C", "C", "C", "N", "O", "H", "H", "H", "H", "H", "H", "H", "H", "H", "H", "H", "H", "H", "H", "H", "H", "H", "H", "H", "C", "C", "C", "C", "C", "C", "C", "C", "C", "N", "O", "H", "H", "H", "H", "H", "H", "H", "H", "H", "H", "H", "H", "H", "H", "H", "H", "H", "H", "H", "C", "C", "C", "C", "C", "C", "C", "C", "C", "N", "O", "H", "H", "H", "H", "H", "H", "H", "H", "H", "H", "H", "H", "H", "H", "H", "H", "H", "H", "H", "C", "C", "C", "C", "C", "C", "C", "C", "C", "N", "O", "H", "H", "H", "H", "H", "H", "H", "H", "H", "H", "H", "H", "H", "H", "H", "H", "H", "H", "H", "C", "O", "C", "C", "C", "N", "H", "H", "H", "H", "H", "H", "H", "H", "H", "H", "H", "C", "O", "C", "C", "C", "N", "H", "H", "H", "H", "H", "H", "H", "H", "H", "H", "H", "C", "O", "C", "C", "C", "N", "H", "H", "H", "H", "H", "H", "H", "H", "H", "H", "H", "C", "O", "C", "C", "C", "N", "H", "H", "H", "H", "H", "H", "H", "H", "H", "H", "H", "C", "O", "C", "C", "C", "N", "H", "H", "H", "H", "H", "H", "H", "H", "H", "H", "H"],
  "coordinates": [[15.269, -33.560, -4.465], [13.849, -33.323, -3.915], [13.530, -34.313, -2.771], [13.749, -31.809, -3.434], [12.354, -31.220, -3.288], [11.556, -31.510, -4.562], [11.520, -32.966, -4.952], [10.626, -33.825, -3.928], [10.872, -33.084, -6.315], [12.925, -33.460, -5.010], [12.776, -34.878, -5.344], [15.995, -33.285, -3.730], [15.390, -34.630, -4.660], [15.440, -32.962, -5.392], [14.468, -34.409, -2.167], [12.584, -34.123, -2.226], [13.384, -35.349, -3.133], [14.364, -31.784, -2.466], [14.272, -31.329, -4.201], [11.781, -31.735, -2.482], [12.292, -30.143, -3.075], [11.945, -30.955, -5.415], [10.508, -31.276, -4.476], [10.866, -34.862, -4.119], [9.578, -33.658, -4.208], [10.664, -33.541, -2.896], [9.866, -32.746, -6.182], [10.984, -34.054, -6.764], [11.302, -32.364, -7.041], [13.302, -34.933, -6.175], [8.574, -26.028, -8.664], [9.779, -26.416, -9.589], [9.282, -27.056, -10.825], [10.604, -25.117, -10.004], [11.612, -24.723, -8.935], [12.523, -25.855, -8.545], [11.653, -27.051, -7.946], [12.563, -28.191, -7.484], [10.976, -26.593, -6.627], [10.678, -27.399, -9.002], [9.929, -28.531, -8.539], [7.769, -25.812, -9.351], [8.201, -26.809, -7.969], [8.914, -25.093, -8.127], [8.649, -27.881, -10.621], [8.673, -26.379, -11.504], [10.131, -27.466, -11.403], [11.083, -25.405, -10.928], [9.888, -24.377, -10.263], [12.232, -23.818, -9.181], [11.100, -24.404, -8.006], [13.162, -25.534, -7.734], [13.126, -26.196, -9.332], [13.211, -27.736, -6.766], [13.097, -28.581, -8.373], [12.036, -29.017, -7.037], [10.414, -25.657, -6.782], [11.729, -26.452, -5.884], [10.310, -27.428, -6.309], [9.624, -28.335, -7.660], [8.428, -38.015, -0.879], [9.631, -37.815, -1.842], [10.632, -36.975, -1.063], [10.157, -39.198, -2.270], [9.288, -39.921, -3.300], [8.898, -39.011, -4.471], [8.387, -37.561, -4.114], [8.410, -36.616, -5.353], [6.878, -37.536, -3.724], [9.267, -36.977, -3.076], [8.714, -35.785, -2.569], [8.952, -38.137, 0.095], [7.806, -37.110, -0.774], [7.811, -38.897, -1.092], [11.326, -37.662, -0.480], [11.321, -36.428, -1.707], [10.100, -36.282, -0.340], [11.129, -39.225, -2.692], [10.276, -39.950, -1.508], [9.738, -40.826, -3.664], [8.320, -40.221, -2.840], [8.146, -39.291, -5.223], [9.821, -38.775, -4.971], [9.358, -36.275, -5.752], [7.946, -35.727, -4.972], [7.810, -37.043, -6.181], [6.234, -37.794, -4.591], [6.687, -36.545, -3.365], [6.693, -38.297, -2.942], [9.344, -35.129, -2.779], [7.482, -29.385, -5.717], [6.152, -30.054, -5.934], [5.399, -30.121, -4.595], [5.328, -29.463, -7.048], [5.892, -29.631, -8.447], [6.006, -31.097, -8.745], [6.943, -31.728, -7.826], [7.070, -33.244, -8.016], [8.414, -31.107, -8.043], [6.401, -31.505, -6.408], [7.334, -32.104, -5.492], [7.366, -28.652, -4.904], [8.236, -30.144, -5.444], [7.866, -28.770, -6.539], [6.065, -30.340, -3.782], [4.805, -29.198, -4.443], [4.830, -31.009, -4.692], [4.254, -29.813, -7.063], [5.298, -28.383, -6.832], [5.224, -29.180, -9.120], [6.900, -29.147, -8.490], [6.239, -31.275, -9.795], [5.059, -31.720, -8.598], [7.895, -33.504, -7.383], [7.400, -33.463, -9.023], [6.220, -33.824, -7.637], [9.032, -31.336, -7.167], [8.501, -30.061, -8.332], [8.828, -31.699, -8.838], [6.809, -32.716, -4.889], [7.160, -25.481, -1.589], [7.296, -26.761, -0.675], [8.655, -27.315, -0.871], [7.115, -26.224, 0.747], [5.706, -25.969, 1.113], [4.818, -27.178, 0.755], [4.920, -27.596, -0.703], [4.149, -28.945, -0.885], [4.246, -26.519, -1.600], [6.331, -27.817, -1.037], [6.552, -28.195, -2.352], [7.972, -24.816, -1.266], [7.312, -25.784, -2.614], [6.189, -24.984, -1.402], [8.932, -27.254, -1.900], [9.345, -26.578, -0.423], [8.809, -28.336, -0.422], [7.530, -26.878, 1.493], [7.702, -25.254, 0.802], [5.630, -25.560, 2.134], [5.329, -25.101, 0.584], [3.775, -26.942, 1.027], [5.060, -28.002, 1.384], [4.068, -29.254, -1.961], [3.165, -28.860, -0.432], [4.611, -29.758, -0.387], [4.723, -25.570, -1.506], [3.194, -26.300, -1.395], [4.359, -26.758, -2.655], [6.335, -27.528, -3.002], [4.629, -38.178, -10.903], [4.636, -39.059, -9.705], [3.540, -38.564, -8.700], [4.265, -40.469, -10.165], [4.503, -41.638, -9.215], [5.922, -41.430, -8.720], [6.228, -40.088, -8.099], [5.576, -39.874, -6.749], [7.774, -40.086, -7.796], [5.960, -39.015, -9.106], [6.163, -37.807, -8.435], [4.659, -37.122, -10.578], [5.608, -38.285, -11.407], [3.827, -38.278, -11.570], [2.971, -37.799, -9.271], [2.936, -39.385, -8.334], [4.093, -38.061, -7.879], [3.169, -40.430, -10.402], [4.853, -40.623, -11.098], [3.891, -41.592, -8.305], [4.258, -42.624, -9.629], [6.677, -41.391, -9.527], [6.272, -42.228, -8.081], [4.550, -39.979, -6.848], [5.681, -38.819, -6.488], [5.939, -40.524, -5.978], [8.075, -39.119, -7.329], [8.276, -40.184, -8.771], [8.081, -40.814, -7.043], [6.865, -37.375, -8.957], [-0.898, -34.582, -9.856], [0.214, -33.834, -9.414], [0.655, -34.228, -8.064], [0.565, -33.084, -7.062], [1.368, -31.884, -7.470], [0.958, -33.615, -5.753], [-1.044, -34.240, -10.887], [-1.817, -34.571, -9.253], [-0.652, -35.686, -9.882], [-0.053, -34.960, -7.736], [1.664, -34.566, -8.134], [-0.380, -32.704, -6.936], [1.036, -31.525, -8.437], [2.414, -32.136, -7.565], [1.204, -31.134, -6.673], [1.191, -32.929, -5.067], [1.807, -34.162, -5.806], [10.825, -33.264, -10.526], [10.121, -34.437, -10.973], [10.590, -35.601, -10.324], [9.770, -36.182, -9.207], [10.518, -37.360, -8.682], [8.444, -36.538, -9.686], [11.955, -33.392, -10.555], [10.527, -32.883, -9.591], [10.636, -32.442, -11.209], [10.706, -36.374, -11.095], [11.708, -35.446, -10.015], [9.701, -35.401, -8.440], [10.759, -38.108, -9.465], [9.783, -37.906, -8.080], [11.380, -37.059, -8.037], [8.510, -37.535, -10.031], [8.247, -36.032, -10.530], [3.478, -35.953, -6.605], [3.374, -35.040, -5.513], [4.475, -34.242, -5.303], [4.739, -34.270, -3.804], [3.638, -33.531, -3.041], [6.025, -33.692, -3.466], [4.391, -36.572, -6.559], [3.517, -35.404, -7.585], [2.571, -36.513, -6.609], [5.380, -34.548, -5.840], [4.141, -33.198, -5.498], [4.710, -35.276, -3.465], [3.718, -32.418, -3.077], [3.675, -33.814, -1.973], [2.695, -33.775, -3.456], [6.636, -34.496, -3.372], [5.846, -33.369, -2.558], [6.940, -25.695, -5.498], [5.854, -26.436, -4.846], [4.603, -26.246, -5.473], [3.993, -24.860, -5.403], [3.620, -24.312, -4.063], [2.902, -24.827, -6.341], [7.531, -26.452, -5.966], [7.474, -25.116, -4.680], [6.546, -25.064, -6.271], [4.633, -26.561, -6.499], [3.879, -26.931, -4.995], [4.785, -24.163, -5.711], [2.660, -24.754, -3.783], [3.507, -23.235, -4.174], [4.373, -24.589, -3.323], [3.058, -25.242, -7.239], [2.340, -23.980, -6.293], [7.403, -31.310, -1.006], [8.683, -31.591, -0.523], [8.874, -31.586, 0.884], [10.397, -31.667, 1.100], [10.814, -32.134, 2.547], [11.077, -30.414, 0.840], [6.886, -30.639, -0.394], [6.818, -32.210, -0.959], [7.463, -30.955, -1.983], [8.502, -30.685, 1.426], [8.287, -32.384, 1.371], [10.829, -32.447, 0.461], [10.202, -32.989, 2.712], [10.648, -31.360, 3.338], [11.844, -32.353, 2.588], [10.675, -30.009, -0.008], [10.902, -29.834, 1.645]],
  "forces_ev_per_a": [[-0.8, 0.0, -0.5], [-0.9, 0.6, 1.1], [0.8, -0.9, 0.2], [0.5, -1.8, 2.0], [-1.2, -1.0, 0.1], [0.2, 0.1, -0.1], [0.6, -1.1, 1.6], [-0.1, 1.0, -1.9], [0.9, 1.1, -0.5], [-1.4, -0.6, -1.7], [1.3, 0.5, -1.0], [0.5, 0.2, 0.5], [0.1, 0.1, -0.2], [-0.2, -0.5, 0.7], [-1.1, 0.4, 0.2], [1.0, 0.4, 0.1], [0.1, 0.6, -0.3], [-0.9, 0.3, -1.3], [0.9, 1.4, -1.0], [0.6, 0.4, -0.1], [0.5, -0.3, 0.0], [0.2, 0.2, -0.1], [-0.5, 0.7, 0.3], [0.0, -0.4, 0.3], [0.1, 0.0, -0.2], [0.6, 0.2, 0.7], [-0.8, -0.4, -0.1], [-0.4, -0.6, 0.1], [0.1, -0.3, 0.4], [-0.6, -0.1, 0.9], [1.1, 0.8, 0.1], [0.1, 1.2, 1.1], [-0.4, 0.3, -2.6], [0.1, -2.1, 0.8], [0.1, 1.5, 0.3], [-1.8, -1.0, 1.9], [0.1, 1.6, 0.1], [-0.3, 0.0, -2.3], [-1.1, -0.1, -1.2], [1.2, -1.3, 1.1], [0.6, 0.1, -1.4], [-0.5, 0.4, 0.1], [0.5, 0.4, -0.5], [-0.9, -1.0, -0.2], [-0.7, -0.9, 0.4], [0.8, -0.5, 0.9], [-0.3, 0.3, 0.1], [0.5, 0.1, -0.3], [-0.6, 0.9, 0.0], [-0.6, -0.8, -0.3], [0.0, 0.0, -0.5], [0.4, 0.2, 0.2], [0.8, -0.6, -1.2], [0.8, 0.0, 0.4], [0.1, 0.1, 0.6], [-0.3, -0.2, 0.2], [0.1, -0.6, 0.5], [0.4, 0.1, 0.7], [0.3, 0.8, 0.3], [-0.4, 0.3, 0.8], [0.7, 0.0, 0.7], [-1.3, 0.2, -0.7], [1.1, -0.4, 1.3], [-0.6, -0.6, -1.0], [-2.8, 1.0, 0.0], [0.2, 2.2, 0.0], [-0.4, -0.2, -0.1], [-0.1, -0.8, 0.2], [0.7, -1.7, 0.1], [0.8, -1.4, 0.4], [-1.6, -0.8, 0.3], [-0.8, -0.3, -0.3], [0.3, -0.4, -0.3], [0.2, 0.3, 0.1], [-1.0, 0.7, -0.3], [-0.3, 0.2, -0.2], [0.8, -0.7, -0.9], [1.3, 0.9, -0.5], [-0.2, 0.3, 1.2], [0.4, -0.4, -0.1], [0.6, -0.1, 0.1], [0.4, -0.8, 0.5], [0.5, -0.1, -0.8], [0.6, -0.4, 0.1], [-0.5, 0.7, -0.3], [0.2, 0.3, 0.4], [0.4, 0.3, 0.4], [-0.5, 0.3, 0.3], [-0.2, 0.5, -0.2], [1.2, 1.1, -0.4], [0.8, 1.2, 0.6], [0.7, -2.2, -0.9], [0.3, 0.3, -1.2], [-1.2, 1.4, 0.1], [0.7, -0.3, 1.2], [-2.1, -0.9, -1.0], [2.4, 0.4, 2.0], [0.3, 0.7, 0.7], [-1.0, -1.2, 0.7], [-0.1, 0.0, 0.1], [-0.5, -0.5, 0.2], [0.2, -0.3, 0.0], [-0.4, 0.6, 0.0], [-0.2, -0.3, -0.3], [0.4, 0.4, 0.5], [0.3, -0.6, 0.1], [-1.4, -0.6, 0.0], [1.1, 0.1, 0.3], [-0.2, -0.2, 0.0], [-0.7, 0.9, -1.1], [-0.9, -0.3, -0.3], [0.5, 0.0, 0.0], [0.5, 1.3, -0.2], [0.6, -0.6, 0.4], [-0.4, -0.2, -0.4], [0.0, 0.3, -0.6], [-0.2, 0.4, -0.2], [-0.3, -0.4, 0.2], [0.4, -0.2, -0.6], [0.3, 0.9, -0.6], [0.2, -0.4, 1.2], [-1.2, 1.2, -0.5], [1.6, 0.0, 1.0], [1.1, 0.8, -0.1], [-1.4, 0.7, 0.0], [-0.3, 1.1, 0.8], [-1.2, -0.3, -0.8], [-0.1, 0.9, -1.2], [-0.1, -0.3, -0.1], [0.1, 0.6, 1.3], [0.2, -1.6, -0.1], [-0.2, 0.0, -0.4], [-0.2, 0.3, -0.4], [1.1, -0.1, -0.4], [0.1, -0.7, -0.9], [0.0, -0.5, 0.3], [-0.2, 1.0, -0.5], [0.5, -0.6, 0.2], [-0.5, -1.2, 0.0], [-0.1, -0.9, 0.1], [-0.1, 0.2, -0.6], [0.2, -0.1, -0.4], [0.5, -0.9, 0.5], [0.0, 0.5, 0.9], [-0.3, 0.2, -0.2], [0.9, -0.7, 0.6], [0.1, 0.4, 0.3], [0.0, -0.6, 0.1], [-0.2, -0.3, -0.1], [-0.5, 1.0, -0.3], [2.5, 2.0, 0.3], [-1.6, -0.5, 1.5], [1.0, 1.0, -0.5], [-0.9, -0.6, -1.1], [0.5, 1.0, 0.8], [1.2, -0.5, -1.0], [1.4, 0.0, 1.0], [0.3, 1.3, -0.5], [-0.5, 1.3, -0.5], [0.9, -1.8, 0.6], [0.1, 1.0, -0.3], [-0.2, -0.3, 0.0], [-0.5, -0.3, -0.2], [-1.2, -0.5, -0.9], [-0.2, -0.6, 0.8], [-0.3, 0.1, 0.1], [-0.9, -0.3, -0.5], [0.9, 0.1, -0.3], [-0.5, -0.3, 0.4], [-0.4, 0.3, -0.2], [0.5, 0.3, -0.3], [-0.6, -0.7, -0.4], [0.0, -0.2, 0.5], [-2.2, -0.6, 0.1], [0.4, -0.2, 0.4], [0.4, -0.3, 0.3], [-0.3, -0.5, -0.6], [0.3, -0.2, 0.5], [-0.2, -0.4, -0.4], [0.0, 0.4, 0.4], [0.7, -1.4, -0.6], [0.1, -0.1, 1.6], [-1.8, 1.4, -1.0], [2.4, -0.5, 0.3], [0.1, 0.4, 0.2], [-0.2, -0.9, -0.4], [-0.4, -0.2, 0.3], [0.2, 0.8, 0.0], [0.0, 0.9, -0.2], [0.1, -1.0, 0.4], [0.7, -0.5, 0.0], [-2.8, 0.3, -0.1], [-0.2, 0.3, -0.1], [0.5, 0.1, 0.2], [0.4, 0.0, -0.6], [-0.3, 0.9, 0.2], [0.0, -0.2, -0.2], [1.3, -0.2, -1.7], [0.5, 0.7, 0.8], [2.9, 0.0, -0.8], [0.5, 1.5, -0.4], [-0.3, -1.1, 1.1], [-0.2, -2.3, -0.4], [-1.3, -0.2, 0.2], [-0.4, -0.1, 1.6], [-0.3, -0.1, -0.4], [-0.4, 0.0, -0.1], [-1.9, -0.1, -0.1], [-0.3, -0.2, 0.2], [0.4, 0.7, 0.1], [0.4, 0.0, 0.5], [-0.6, -0.5, -0.7], [-0.1, 1.2, 0.4], [-0.3, 0.6, -0.3], [0.7, 1.3, -0.7], [-0.5, -2.0, -0.9], [0.2, 1.5, 1.2], [-0.9, 1.0, -0.2], [0.8, 0.7, 0.6], [0.3, -0.8, -1.2], [-0.4, 0.1, 0.3], [0.1, -0.3, 0.7], [-0.5, -0.7, 0.1], [-0.3, 0.1, -0.2], [0.9, -0.3, -0.6], [-0.2, -1.3, 0.1], [0.3, -0.7, -0.2], [-0.2, 0.1, -0.4], [-1.1, -0.4, -0.2], [0.7, 0.3, 0.1], [0.6, 0.9, 1.6], [-0.7, -0.4, 1.9], [0.4, 1.0, -0.2], [-1.1, -0.6, 1.2], [1.6, 0.8, -1.1], [-0.7, -0.7, 0.2], [-1.0, 0.1, 0.9], [0.9, -0.3, -0.1], [-0.4, -0.6, -1.3], [-0.1, 0.6, -0.2], [0.2, 0.0, -0.8], [0.4, 0.0, 0.0], [0.3, 0.0, -0.3], [0.0, 0.1, 0.3], [0.0, 0.1, 0.4], [-0.1, 0.4, -0.1], [0.0, 0.4, -0.3], [0.3, -0.5, -0.5], [0.2, -1.4, 1.2], [1.0, 0.5, 0.5], [0.0, -0.1, 0.3], [0.6, -0.7, 1.5], [-1.7, 1.7, -0.9], [-0.1, -0.2, -0.7], [-0.7, 1.6, 0.9], [-0.5, -0.8, -0.3], [0.2, 0.6, -1.7], [0.1, 0.1, -0.8], [0.4, -0.4, -0.3], [-0.4, 0.2, -0.3], [-0.2, -0.9, 0.8], [-0.3, -0.5, -0.7], [1.2, -0.5, -0.2], [0.2, 0.2, 0.4], [0.0, 0.6, -0.1]],
  "mulliken_charge": [-2.031, 1.783, -1.294, -1.503, -0.034, -0.850, 2.525, -2.600, -1.286, 0.115, -0.504, 0.431, 0.437, 0.409, 0.512, -0.015, 0.272, 0.386, 0.517, -0.222, 0.534, 0.390, -0.129, 0.777, 0.644, 0.326, -0.719, 0.437, 0.540, 0.360, -1.128, 2.148, -1.887, -1.499, -0.365, -1.299, 1.657, -2.085, -1.555, -0.397, 0.269, 0.603, -0.433, 0.415, 0.283, 0.359, 0.468, 0.497, 0.382, 0.356, 0.268, 0.418, 0.422, 0.472, 0.434, 0.248, 0.191, 0.653, 0.153, -0.279, -1.714, 1.699, -1.461, -1.610, -0.877, -1.082, 2.439, -0.345, -0.946, 0.424, -0.095, 0.588, 0.057, 0.350, 0.474, 0.033, 0.331, 0.459, 0.420, 0.469, 0.361, -0.468, 0.706, 0.334, -0.514, -0.391, 0.000, 0.063, 0.395, -0.055, 0.094, 3.742, -0.922, -0.028, 0.392, -1.480, 1.830, -1.242, -0.443, 0.168, 2.077, 0.114, -1.124, -0.743, -0.494, -0.418, 0.152, 0.138, -1.331, 0.911, -0.821, 0.315, 0.058, -0.397, 0.835, -0.340, -0.681, -0.266, 0.765, -0.798, -1.787, 1.835, -2.179, -0.975, -0.716, -1.476, 2.283, -1.954, -1.993, -0.151, 1.579, 0.586, 0.026, 0.346, 0.301, 0.515, 0.119, 0.403, 0.356, 0.462, 0.284, 0.447, 0.405, 0.071, 0.482, 0.456, 0.374, 0.409, 0.080, -0.501, -2.110, 2.161, -1.023, -1.472, -0.740, -1.585, 2.103, -2.113, -1.554, 0.027, 0.659, 0.325, 0.430, 0.488, 0.555, 0.274, -0.327, 0.364, 0.408, 0.304, 0.457, 0.504, 0.460, 0.540, -0.003, 0.529, -0.197, 0.561, 0.416, -0.041, -0.694, -0.423, -0.485, 0.309, -1.192, -0.704, 0.247, 0.299, 0.261, 0.548, -0.040, 0.592, 0.529, -0.050, 0.355, 0.346, 0.312, -0.343, -0.373, -0.963, 2.028, -1.155, -0.238, 0.412, -0.049, 0.289, 0.336, 0.293, -1.402, 0.447, -0.114, 0.340, 0.258, 0.221, -0.773, -0.784, 1.126, 0.615, -1.748, -0.550, 0.058, 0.138, 0.765, -0.352, -0.320, 0.257, 0.154, 0.456, 0.445, -0.088, -0.145, -0.584, 0.353, -1.928, 1.386, -1.429, -0.648, -0.357, 0.262, 0.551, 0.686, 0.425, 0.137, 0.425, 0.518, -0.027, 0.165, 0.238, -0.894, -0.210, -0.659, 0.664, -1.623, -0.595, 0.480, 0.343, 0.003, 0.216, 0.381, -0.016, 0.408, 0.337, 0.451, 0.215, 0.307],
  "smiles": "CC1(C)CCCC(C)(C)N1O.CC1(C)CCCC(C)(C)N1O.CC1(C)CCCC(C)(C)N1O.CC1(C)CCCC(C)(C)N1O.CC1(C)CCCC(C)(C)N1O.CC1(C)CCCC(C)(C)N1O.COC[C@H](C)N.COC[C@H](C)N.COC[C@H](C)N.COC[C@H](C)N.COC[C@H](C)N",
  "homo_ev": -7.987,
  "e_tot_ha": -4350.37942,
  "e_above_lowest_ev": 4.4532,
  "orbital_gap_ev": 8.498,
  "total_charge": 0
}